The following is a quantum chemistry calculation of one molecule with the formula CH2N2O2, from OMol25.

CARTESIAN COORDINATES (ANGSTROEM)
H 2.78 -0.36 -0.36
C -1.45 0.34 0.12
N -0.46 -0.56 0.06
O -2.61 0.04 -0.03
O 0.97 -0.04 -0.31
H -1.16 1.35 0.48
N 1.93 -0.77 0.04

Properties
* Kohn-Sham gap (spin up / spin down): 0.2619 / 0.3416 Eh
* multiplicity: 1
* HOMO energy (spin up / spin down): -9.8 / -10.6 eV
* relative energy (zero: lowest compared OMol25 entry of this formula, charge and spin): 720.4 kJ/mol

---

The following is a quantum chemistry calculation of a 6-piece molecular cluster, C41H49N5O11P overall, from OMol25.

CARTESIAN COORDINATES (ANGSTROEM)
C 4.46 2.40 -0.79
C 0.54 0.79 2.93
C 5.55 2.47 -1.78
O 3.98 7.42 -8.44
C -8.85 1.60 -9.10
C 1.43 -3.51 2.83
C 3.63 -2.38 3.86
H -10.05 -1.68 -9.25
H -1.72 -1.45 3.10
C 5.92 3.63 -2.32
O -9.38 -0.83 -2.75
O 5.08 3.36 -5.21
H -8.54 -0.65 -0.30
O 5.59 5.95 -2.45
O 5.83 -4.34 5.76
H 2.22 -3.72 4.88
H 1.24 0.87 1.09
C -5.65 0.53 -1.78
H -1.19 -0.93 5.93
H 4.00 -0.82 0.58
H -0.89 3.12 6.27
H -3.09 -2.17 4.62
O 4.34 -8.92 7.99
C -7.97 1.46 -8.11
C 4.23 6.49 -7.70
N -3.67 -1.84 3.84
C 4.01 -6.59 7.82
C 4.83 4.29 -5.96
C -7.31 0.00 -3.50
H 4.93 5.81 -4.39
C 4.47 6.70 -6.25
C -6.09 0.45 -3.19
C 4.39 -5.44 7.26
C 4.75 5.68 -5.44
C -3.27 -0.60 1.67
C 4.16 4.83 -0.96
C 5.25 4.90 -1.96
H 4.41 7.72 -5.90
C 2.67 -3.63 3.83
H 1.37 -0.32 4.38
N 1.34 0.21 1.88
H 6.25 -8.76 6.25
O -10.46 0.57 -10.47
H -4.00 0.07 2.23
H 4.49 -2.65 4.58
C 5.48 -5.39 6.27
H 4.64 3.06 -7.76
O -4.54 0.94 -1.49
H -0.25 2.72 2.94
H -3.96 -0.90 4.16
H 3.91 -4.50 7.50
H 3.18 -4.62 3.63
H -9.02 2.54 -9.60
C -6.61 0.11 -0.73
H -8.41 -1.93 -7.40
H -7.37 2.29 -7.75
C 3.79 3.67 -0.42
H 3.68 5.76 -0.71
H 6.72 3.70 -3.05
H 1.78 -3.61 1.76
C -9.45 -0.85 -8.90
C 4.68 -7.87 7.48
C -8.57 -0.98 -7.90
H -2.61 -2.73 2.14
H -7.65 -0.07 -4.53
H 0.92 -2.50 2.94
N -0.41 1.79 2.54
C -8.27 -0.42 -2.46
H -6.27 0.18 0.29
H -3.70 -1.03 0.72
H -1.95 2.45 5.23
C 5.77 -7.82 6.49
H -2.44 2.27 2.20
H 3.21 -6.65 8.55
C 3.41 -1.13 1.50
H 5.25 -1.41 2.72
H -2.27 0.97 3.45
H 2.53 -1.73 1.09
H 6.03 1.53 -2.03
O -6.96 0.04 -6.52
H -5.38 0.76 -3.94
N -0.93 2.56 5.40
H 3.07 -1.53 4.36
H 4.61 -2.95 1.93
N 0.67 0.43 4.20
O -1.60 -0.07 5.69
C -2.75 -1.74 2.68
C 4.58 4.08 -7.40
H -1.14 -0.37 1.12
H 6.95 -6.61 5.20
H 4.12 4.97 -9.27
H 3.06 0.28 3.29
C -1.82 1.35 2.49
C 4.31 -1.99 2.48
O 4.12 1.34 -0.29
H -2.16 0.91 0.32
P -0.23 0.99 5.62
C -9.66 0.45 -9.57
C 6.15 -6.67 5.93
C 4.30 5.10 -8.21
C -7.83 -0.34 -1.05
H 3.37 1.09 1.69
C 2.80 0.21 2.20
C -2.01 0.32 1.27
C -7.77 0.16 -7.43
H 2.99 3.60 0.31
H 0.63 -4.30 3.01

Properties
* Kohn-Sham gap: 0.2888 Eh
* multiplicity: 1
* charge: +1
* HOMO energy: -11.6 eV

---

The following is a quantum chemistry calculation of one molecule with the formula C6H4Br2N2, from OMol25.

CARTESIAN COORDINATES (ANGSTROEM)
C -0.07 -0.16 -1.61
N -1.33 0.46 -1.53
Br -0.12 2.98 0.15
C 0.67 -0.27 -0.54
H 1.60 -0.80 -0.54
H -0.63 1.49 2.02
C -0.36 1.35 1.05
C 0.07 0.10 0.81
H 0.28 -0.68 -2.51
C -2.96 1.51 -0.32
H -0.22 -0.62 1.50
C -2.19 0.47 -0.70
N -3.71 2.32 0.02
Br -2.88 -1.30 0.20

Properties
* Kohn-Sham gap (spin up / spin down): 0.2396 / 0.2352 Eh
* multiplicity: 3
* HOMO energy (spin up / spin down): -6.8 / -10.0 eV
* relative energy (zero: lowest compared OMol25 entry of this formula, charge and spin): 0.0 kJ/mol

---

The following is a quantum chemistry calculation of C28H21F5N7O3RuS4 as an isolated structure, from OMol25.

CARTESIAN COORDINATES (ANGSTROEM)
C 2.65 -3.00 1.40
S 0.25 3.52 1.61
C -2.71 2.93 -0.97
H 1.52 1.54 -5.31
H 3.59 2.49 -6.32
C 3.03 2.76 -2.55
H 2.80 -0.35 -0.72
C 3.07 -2.23 0.30
O 1.97 4.08 -0.53
H -1.20 3.58 4.89
C 2.09 2.13 -3.33
C 2.52 -0.97 0.13
H -1.89 -2.91 1.50
O 0.17 0.73 -3.05
C 4.18 3.30 -3.08
C 0.99 1.50 -2.54
N -0.19 -3.42 -0.58
H -2.97 -4.63 2.86
C 4.38 3.17 -4.45
H 0.10 -5.97 -0.74
H 3.03 -4.00 1.54
C -3.34 2.31 0.12
F -6.78 3.29 -0.60
C -4.73 2.45 0.20
O 3.18 2.04 0.08
C -2.05 -6.27 1.84
F -5.39 1.90 1.23
C -5.45 3.17 -0.73
H 5.29 3.54 -4.89
C -1.68 -3.95 1.31
N 1.64 -0.45 0.96
Ru 0.43 1.33 0.67
N -0.65 3.90 4.11
F -5.50 4.51 -2.68
C -0.29 2.96 3.20
F -1.37 2.82 -1.08
C -0.29 -2.09 -0.77
N -0.23 1.71 3.52
N 1.09 1.76 -1.24
C -0.57 -5.67 0.06
H 0.16 -1.89 4.50
C -1.19 -6.64 0.83
H 0.03 -0.20 5.04
C -0.18 -0.90 4.23
H -1.27 -0.90 4.09
N 0.19 0.87 2.60
C -0.82 -4.32 0.28
H 4.91 3.79 -2.45
H -0.82 4.82 3.76
H 0.23 -0.63 -2.11
S 2.37 2.75 -0.88
H 3.79 -2.61 -0.40
H 0.43 -3.89 -1.24
C 0.44 -0.42 2.97
C -4.81 3.79 -1.79
H 1.00 -2.18 -2.35
C -2.29 -4.92 2.08
S -1.25 -1.05 0.14
H 1.40 -3.04 3.12
C 1.75 -2.46 2.29
F -2.78 4.24 -2.94
H -1.01 -7.68 0.62
N 0.45 -1.57 -1.75
S -2.45 1.47 1.32
C 1.26 -1.15 2.09
C 2.27 2.02 -4.70
C 3.43 2.56 -5.25
C -3.42 3.66 -1.92
H -2.55 -7.02 2.44

Properties
* Kohn-Sham gap (spin up / spin down): 0.2033 / 0.2130 Eh
* multiplicity: 2
* HOMO energy (spin up / spin down): -7.2 / -7.2 eV
* relative energy (zero: lowest compared OMol25 entry of this formula, charge and spin): 291.1 kJ/mol

---

The following is a quantum chemistry calculation of a 9-piece molecular cluster, C14H44F6N10O8P overall, from OMol25.

CARTESIAN COORDINATES (ANGSTROEM)
H 3.52 -2.71 -4.76
H -0.72 1.67 7.01
H -0.28 -0.49 5.12
N -1.83 1.83 -4.65
H -3.69 2.99 2.89
H 3.52 -1.25 -3.34
H -4.00 3.68 1.21
H -2.48 1.46 6.86
H -5.46 1.30 2.43
F -0.94 0.18 0.02
H 3.38 -2.53 -1.39
H 0.64 3.52 0.33
H 2.18 -5.70 0.57
H -2.63 1.03 4.67
O -1.22 -0.40 5.29
F 0.83 -1.12 0.12
H -3.54 1.36 0.05
H -2.34 0.81 -1.87
C -0.77 1.46 3.88
H 1.29 2.49 1.86
C 1.76 -1.84 -4.17
H -1.78 2.85 6.17
H 2.30 3.27 3.05
H 2.11 -0.49 -2.73
H -5.10 3.76 2.66
C -4.28 0.95 0.73
O 0.48 -1.78 -4.31
H 3.98 3.29 0.09
H -6.48 1.70 0.22
C -1.61 0.94 5.04
H -3.86 0.09 1.24
H -0.99 2.44 3.43
C 3.23 -3.26 -0.59
H -3.07 -4.49 -0.80
F 2.19 0.27 -1.08
H 3.91 0.25 -0.43
N 2.53 -1.07 -3.44
N 3.93 2.31 -0.18
C 5.09 1.69 -0.10
H -2.45 2.41 -2.59
H -2.21 2.74 -4.43
O -6.25 2.27 0.96
C -1.85 -3.22 -1.69
N 0.86 4.48 0.55
H 5.60 -0.23 -0.20
F 0.32 -0.34 -2.02
H 1.30 -4.06 -1.02
C -4.40 3.16 2.08
N -1.39 -2.97 -0.52
C 2.45 -5.77 -0.49
N -2.67 -4.21 -1.69
N 2.54 -2.58 -4.93
H -1.77 -3.32 0.35
C -2.01 0.91 -3.82
N -2.41 1.41 -2.68
O 2.66 -4.67 -2.58
H -3.15 -4.47 -2.54
O 6.18 2.14 -0.14
H 0.31 1.44 3.97
H -1.01 0.79 3.05
H 4.16 -3.60 -0.15
C 2.33 -4.38 -1.15
N 1.79 3.31 2.18
P 0.63 0.29 -0.52
C -1.58 1.79 6.34
H 3.06 1.81 -0.28
H 3.50 -6.04 -0.58
H 1.74 -6.47 -0.94
C -5.06 1.87 1.60
F 0.98 0.92 1.01
H -1.28 1.67 -5.49
H 2.83 -2.78 0.30
O 2.25 5.53 1.99
H 2.11 -3.03 -5.73
H 3.60 -4.80 -2.73
F 0.47 1.84 -0.97
O -1.80 -0.24 -4.07
H -0.77 -2.17 -0.46
H -5.04 0.52 0.08
H 0.56 5.33 0.11
C 1.71 4.49 1.56
O -1.50 -2.69 -2.70
N 4.85 0.44 -0.13

Properties
* Kohn-Sham gap: 0.3029 Eh
* multiplicity: 1
* charge: -1
* HOMO energy: -5.9 eV

---

The following is a quantum chemistry calculation of a 2-piece molecular cluster, C2H8N2O overall, from OMol25.

CARTESIAN COORDINATES (ANGSTROEM)
H -1.39 2.11 -0.97
N -0.72 -1.55 0.29
H 1.95 -1.85 2.21
H 0.09 2.22 -1.80
H -2.02 -0.05 -0.23
H 0.07 2.55 -0.06
C -1.00 -0.41 -0.22
H -1.51 -1.91 0.82
C -0.32 1.89 -0.84
H 0.82 0.07 -0.70
N -0.08 0.51 -0.57
O 2.40 -1.71 1.36
H 1.70 -1.88 0.71

Properties
* SMILES string: [H]/N=C/NC.O
* Kohn-Sham gap: 0.3645 Eh
* multiplicity: 1
* HOMO energy: -9.0 eV
* relative energy (zero: lowest compared OMol25 entry of this formula, charge and spin): 132.9 kJ/mol

---

The following is a quantum chemistry calculation of C4H3KO as an isolated structure, from OMol25.

CARTESIAN COORDINATES (ANGSTROEM)
H 0.36 -1.37 2.60
C -0.15 -0.33 -0.14
H -0.86 -1.25 -1.91
K -0.78 3.30 -1.98
H 1.79 -0.25 2.10
C -0.48 -0.31 -1.47
C 0.76 -0.60 1.93
O -0.58 0.74 -2.19
C -0.07 0.07 1.07

Properties
* Kohn-Sham gap (spin up / spin down): 0.1600 / 0.1509 Eh
* multiplicity: 1
* HOMO energy (spin up / spin down): -5.4 / -5.2 eV
* relative energy (zero: lowest compared OMol25 entry of this formula, charge and spin): 135.2 kJ/mol

---

The following is a quantum chemistry calculation of a 2-piece molecular cluster, C4H12O2S overall, from OMol25.

CARTESIAN COORDINATES (ANGSTROEM)
C -1.80 0.14 -0.34
C -1.65 -1.31 0.11
H -1.35 -1.67 2.79
C -0.51 -1.62 1.05
H -2.39 0.73 0.38
O -0.72 -1.09 2.36
H -1.51 -1.97 -0.75
H -2.57 -1.67 0.58
C -0.49 0.89 -0.49
H 5.16 1.97 -1.48
O 5.51 1.25 -0.95
H 0.25 0.30 -1.02
H -0.08 1.26 0.43
H -2.37 0.12 -1.25
H 0.43 -1.18 0.72
H 4.82 1.12 -0.28
H 0.36 3.03 -1.38
S -0.81 2.40 -1.49
H -0.27 -2.69 1.01

Properties
* SMILES string: OCCCCS.O
* Kohn-Sham gap: 0.3476 Eh
* multiplicity: 1
* HOMO energy: -9.1 eV
* relative energy (zero: lowest compared OMol25 entry of this formula, charge and spin): 38.3 kJ/mol